Record 1
ORCA calculation (ωB97M-V/def2-TZVPD) on a 2-piece molecular cluster, C2H8NO overall in a non-equilibrium geometry.

The geometry in XYZ format:
```
12
Properties=species:S:1:pos:R:3:forces:R:3
O 1.0127 0.7973 -2.4950 -0.1804 0.2835 -0.5588
H 0.5212 1.3569 -3.1071 -0.2125 -0.1208 0.0047
H 1.9088 1.0942 -2.6529 0.4421 -0.1141 0.2172
H 0.1925 -0.4192 2.8635 -0.3086 0.7509 0.0714
C -0.6061 -0.7608 2.1934 0.9131 -1.0479 -1.0972
C -0.2134 -0.7513 0.7454 0.2780 -0.1798 -0.1105
N -0.3738 0.3976 0.0033 -0.1081 0.3817 0.2597
H -1.5652 -0.2527 2.2589 0.0195 0.0075 0.6950
H -0.6513 -1.8239 2.4603 -0.6462 0.1622 0.1474
H 0.5774 -1.3974 0.3735 -0.1646 -0.1581 0.1614
H -0.8502 1.1661 0.4267 -0.3210 0.1936 0.1122
H -0.4133 0.3821 -1.0002 0.2889 -0.1587 0.0976
```
Positions in Å, forces in eV/Å.

LUMO energy (spin up / spin down)	0.738 / 0.729	eV
⟨S²⟩	0.75
multiplicity	2
electronic energy	-210.92161	a.u.
Kohn-Sham gap (spin up / spin down)	6.31 / 10.60	eV
HOMO (spin up / spin down)	-5.570 / -9.872	eV

Record 2
ORCA calculation (ωB97M-V/def2-TZVPD) on a 2-piece molecular cluster, C2H8NO overall in a non-equilibrium geometry.

The geometry in XYZ format:
```
12
Properties=species:S:1:pos:R:3:forces:R:3
C -1.2028 0.1734 1.0402 0.0039 1.8148 0.3464
C 0.4231 -1.0779 -0.1191 1.4158 0.2235 -0.4906
N -0.0450 0.1972 0.2398 -1.3675 -2.3717 0.7978
H -2.0836 -0.2837 0.5496 0.3235 -0.3535 -0.1954
H -1.4810 1.1918 1.3149 0.0243 -0.0811 -0.0811
H -1.0524 -0.4031 1.9682 0.1415 -0.3961 -0.1826
H 0.6318 -1.7568 0.7358 -0.6331 0.2257 0.0697
H 1.3404 -1.0114 -0.6982 -0.0062 0.2409 -0.0995
H -0.3233 -1.5976 -0.7522 -0.3313 0.0163 0.2704
H 1.5181 2.1977 -1.8059 -0.2050 0.2601 0.1467
H 0.8422 1.1041 -0.8721 0.0246 1.1325 0.1964
O 1.4324 1.2664 -1.6011 0.6095 -0.7113 -0.7781
```
Positions in Å, forces in eV/Å.

LUMO energy	-9.558	eV
total charge	+1
electronic energy	-210.55992	a.u.
Kohn-Sham gap	5.93	eV
HOMO	-15.488	eV

Record 3
ORCA calculation (ωB97M-V/def2-TZVPD) on a 2-piece molecular cluster, C2H8NO overall in a non-equilibrium geometry.

The geometry in XYZ format:
```
12
Properties=species:S:1:pos:R:3:forces:R:3
O 0.9157 -2.1218 0.7292 -0.3477 0.2179 -0.1459
H 1.8576 -1.9758 0.6916 0.5819 -0.2444 0.1689
H 0.7725 -2.9425 1.2126 0.0361 -0.0183 -0.0466
H -0.1705 2.9189 -0.2971 0.4117 -0.1726 -0.2205
C -0.7741 2.0302 -0.1384 -2.0752 0.7874 0.4195
C -0.0523 0.7639 0.0357 -0.8345 1.7084 -0.4846
N -0.2860 -0.2039 -0.7589 1.1425 -0.7528 0.5181
H -1.6256 1.9860 -0.8271 0.7088 -0.2026 -0.7344
H -1.4020 2.3267 0.7261 0.8748 -0.4981 0.4805
H 0.6843 0.7740 0.8297 0.1096 -0.9315 -0.0512
H -0.9045 -0.1163 -1.5519 -0.2639 0.1392 0.0188
H 0.2185 -1.0908 -0.6074 -0.3442 -0.0326 0.0776
```
Positions in Å, forces in eV/Å.

LUMO energy	-4.686	eV
total charge	+1
electronic energy	-210.73756	a.u.
Kohn-Sham gap	11.83	eV
HOMO	-16.511	eV

Record 4
ORCA calculation (ωB97M-V/def2-TZVPD) on a 2-piece molecular cluster, C2H8NO overall in a non-equilibrium geometry.

The geometry in XYZ format:
```
12
Properties=species:S:1:pos:R:3:forces:R:3
O 1.2795 2.0994 -0.9237 -0.2794 0.2222 0.0601
H 1.0370 3.0334 -0.9265 0.0438 -0.0340 -0.0145
H 2.1568 2.0570 -1.3130 0.1424 -0.0141 -0.0703
H -1.3989 -2.5252 0.2654 0.2587 0.3730 -0.3783
C -1.2225 -1.7371 0.9973 1.1569 -0.7544 0.6288
C -0.2535 -0.6328 0.6919 -2.1237 -0.4610 -0.2874
N -0.0739 -0.2261 -0.5073 0.4477 0.5626 -0.4256
H -0.8920 -2.2242 1.9093 -0.0865 -0.1468 0.2198
H -2.1929 -1.2901 1.2385 0.1766 0.3732 -0.0883
H 0.0826 -0.0537 1.5455 -0.0204 0.4784 -0.2703
H -0.1366 -0.8499 -1.3017 -0.8899 -0.2343 0.0577
H 0.1401 0.7553 -0.7798 1.1738 -0.3649 0.5682
```
Positions in Å, forces in eV/Å.

LUMO energy	-4.974	eV
total charge	+1
electronic energy	-210.73297	a.u.
Kohn-Sham gap	11.47	eV
HOMO	-16.447	eV

electronic energy of number 1 (C2H8NO)? -210.92161 a.u.